Entry 1:
Entry from the Open Molecules 2025 dataset: a structure of composition C35H35B2ClF4N10O6SSeTl (ωB97M-V/def2-TZVPD).

```
96
Properties=species:S:1:pos:R:3:forces:R:3:lowdin_charge:R:1
Tl 0.248 -0.475 0.153 0.5 -0.1 -0.2 0.924
C 1.891 3.903 0.761 0.0 -0.1 0.0 0.001
C 1.663 2.490 0.197 0.1 0.0 0.0 -0.421
N 0.410 1.975 0.772 0.2 0.1 -0.1 -0.008
O -0.631 2.687 0.345 -0.2 0.0 0.0 0.001
B -1.894 2.638 1.213 0.1 0.2 0.1 -1.063
F -2.883 3.208 0.405 0.2 0.0 0.2 0.129
F -1.636 3.401 2.356 -0.1 -0.2 -0.3 0.135
O -2.386 1.287 1.593 -0.1 0.5 0.1 0.017
N -1.375 0.520 2.065 0.1 -0.1 0.2 0.033
C -1.653 -0.358 2.944 0.1 -0.2 0.2 -0.264
C -3.013 -0.598 3.523 0.1 -0.1 0.0 0.003
C -0.450 -1.100 3.447 -0.2 0.1 0.0 -0.261
N 0.554 -1.132 2.661 -0.2 -0.1 -0.2 0.015
O 1.714 -1.602 3.165 0.2 0.0 0.0 0.043
B 2.813 -1.659 2.142 0.0 -0.1 0.0 -1.098
F 2.269 -2.320 1.002 0.1 0.1 0.1 0.037
F 3.841 -2.377 2.720 -0.1 0.1 -0.1 0.149
O 3.375 -0.343 1.746 0.1 -0.1 0.1 0.054
N 2.410 0.460 1.225 -0.1 0.0 0.0 0.007
C 2.775 1.567 0.726 -0.1 0.1 -0.1 -0.278
C 4.206 1.997 0.630 0.0 0.0 0.0 -0.001
C -0.447 -1.656 4.840 0.0 0.1 0.0 -0.005
H 1.012 4.518 0.580 0.0 0.0 0.0 0.084
H 2.044 3.837 1.840 0.0 0.0 0.0 0.099
H 2.759 4.381 0.301 0.0 0.0 0.0 0.086
H -3.740 0.024 3.007 0.0 0.0 0.0 0.080
H -3.291 -1.652 3.416 0.0 0.0 0.0 0.080
H -3.032 -0.355 4.588 0.0 0.0 0.0 0.086
H 4.838 1.117 0.519 0.0 0.0 0.0 0.086
H 4.357 2.673 -0.214 0.0 0.0 0.0 0.075
H 4.514 2.514 1.543 0.0 0.0 0.0 0.094
H -1.204 -2.439 4.934 0.0 0.0 0.0 0.081
H 0.531 -2.072 5.061 0.0 0.0 0.0 0.076
H -0.678 -0.878 5.573 0.0 0.0 0.0 0.088
S -7.547 -3.256 1.118 -0.5 -0.1 0.1 0.976
N -6.133 -3.962 1.450 -0.1 0.1 0.0 -0.221
C -5.202 -3.139 1.013 0.3 0.2 -0.1 -0.308
C -3.769 -3.363 1.100 -0.1 0.0 0.0 -0.100
C -3.218 -4.478 1.731 -0.1 0.0 0.0 -0.001
C -1.851 -4.607 1.794 0.0 -0.1 0.0 -0.031
C -1.067 -3.609 1.217 0.1 0.1 -0.1 -0.102
N -1.581 -2.550 0.613 -0.1 0.0 0.0 0.088
C -2.912 -2.405 0.547 0.1 0.0 0.0 -0.140
C -3.454 -1.173 -0.082 0.2 0.0 0.0 -0.147
N -2.573 -0.300 -0.590 -0.1 -0.2 -0.2 0.083
C -3.014 0.841 -1.090 0.0 -0.2 -0.1 -0.111
C -4.367 1.180 -1.125 0.0 0.0 -0.1 -0.014
C -5.281 0.280 -0.643 -0.1 0.0 0.0 0.014
C -4.828 -0.929 -0.112 0.0 -0.1 0.1 -0.086
C -5.721 -1.945 0.423 0.4 0.1 0.0 -0.300
N -7.037 -1.890 0.422 0.0 -0.1 0.0 -0.218
H -3.881 -5.215 2.167 0.0 0.0 0.0 0.116
H -1.385 -5.451 2.286 0.0 0.0 0.0 0.109
H 0.020 -3.655 1.253 -0.1 0.0 0.0 0.115
H -2.259 1.519 -1.471 0.0 -0.1 0.0 0.115
H -4.671 2.145 -1.507 0.0 0.0 0.0 0.116
H -6.344 0.486 -0.647 0.0 0.0 0.0 0.117
C 0.731 1.364 -5.112 0.0 -0.1 0.0 -0.041
O 0.031 0.112 -5.197 0.0 0.2 0.0 -0.043
C -0.565 -0.262 -4.048 0.3 0.2 -0.1 -0.658
O -0.587 0.428 -3.050 -0.2 0.0 0.0 -0.003
N -1.164 -1.472 -4.182 -0.1 0.1 0.0 0.000
N -1.529 -2.197 -3.029 0.0 -0.1 0.0 0.050
H 1.135 1.542 -6.104 0.0 0.0 0.0 0.090
H 1.537 1.297 -4.381 0.0 0.0 0.0 0.079
H 0.059 2.171 -4.825 0.0 0.0 0.0 0.093
H -0.890 -2.032 -4.968 0.0 -0.1 -0.1 0.136
H -1.997 -1.533 -2.423 -0.1 0.0 0.1 0.041
H -0.660 -2.420 -2.544 0.1 0.0 0.1 0.005
Se 1.879 -1.415 -2.315 -0.2 0.1 0.1 0.766
C 3.198 -2.791 -2.183 0.0 -0.1 0.1 -0.626
C 4.355 -2.682 -2.957 0.0 0.0 0.0 -0.152
C 5.318 -3.683 -2.934 -0.1 0.0 0.0 -0.109
C 5.152 -4.796 -2.120 0.0 0.0 0.0 -0.113
C 4.008 -4.904 -1.340 -0.1 0.1 0.0 -0.090
C 3.031 -3.917 -1.376 0.1 0.0 -0.1 -0.129
H 4.500 -1.804 -3.577 0.0 0.0 0.0 0.086
H 6.209 -3.585 -3.545 0.0 0.0 0.0 0.093
H 5.912 -5.568 -2.086 0.0 0.0 0.0 0.091
H 3.873 -5.761 -0.688 0.0 0.0 0.0 0.099
H 2.146 -4.004 -0.762 0.0 0.0 0.0 0.088
Cl 1.440 7.613 -4.455 0.0 0.0 0.0 0.624
C 1.498 6.110 -3.567 0.0 0.0 0.0 -0.676
C 2.652 5.348 -3.591 0.0 0.0 0.0 -0.112
C 2.689 4.157 -2.874 0.0 0.0 0.0 -0.036
C 1.594 3.718 -2.136 0.0 0.0 0.1 -0.219
C 1.650 2.419 -1.375 0.1 0.0 0.1 -0.077
C 0.442 4.503 -2.140 -0.1 0.0 0.0 -0.016
C 0.389 5.695 -2.848 0.0 0.0 0.0 -0.096
H 3.508 5.678 -4.167 0.0 0.0 0.0 0.100
H 3.592 3.554 -2.896 -0.1 0.0 0.0 0.115
H 0.791 1.814 -1.664 0.0 0.0 0.0 0.079
H 2.532 1.857 -1.694 0.0 0.0 0.0 0.105
H -0.423 4.176 -1.572 0.1 0.0 0.0 0.119
H -0.509 6.300 -2.839 0.0 0.0 0.0 0.105
```
Positions in Å, forces in eV/Å.

Results
Frontier orbital gap (spin up / spin down): 6.093 / 5.752 eV
Energy above the lowest of the compared OMol25 structures with the same formula, charge and spin: 0.0 kJ/mol
Highest occupied orbital energy (spin up / spin down): -4.86 / -5.01 eV
Charge: -1


Entry 2:
Entry from the Open Molecules 2025 dataset: the molecule C6H8O2 (ωB97M-V/def2-TZVPD).

```
16
Properties=species:S:1:pos:R:3:forces:R:3:lowdin_charge:R:1
C 2.070 -0.867 0.060 1.2 -1.0 -0.8 -0.035
O 0.869 -1.642 -0.030 4.1 -1.4 0.1 0.010
C -0.186 -0.941 -0.023 -2.3 -0.3 0.0 -0.440
O -1.236 -1.765 -0.024 -1.7 0.1 -0.2 0.089
C -2.372 -0.971 -0.004 2.5 2.5 0.6 -0.066
C -1.911 0.335 0.096 -3.4 0.1 -0.7 -0.053
C -0.521 0.352 0.017 1.8 2.3 0.0 -0.238
C 0.326 1.645 -0.056 1.0 0.9 0.5 -0.069
H 2.907 -1.579 0.381 -1.3 1.1 -0.4 0.119
H 1.906 -0.065 0.787 0.4 -0.2 -0.2 0.082
H 2.296 -0.480 -0.983 -0.1 -0.2 1.3 0.115
H -3.319 -1.402 -0.095 -0.9 -0.7 0.0 0.092
H -2.518 1.278 0.076 0.5 -1.3 0.1 0.127
H 0.726 1.994 0.995 -0.8 -0.7 -1.9 0.101
H -0.291 2.512 -0.454 0.6 -1.2 0.5 0.080
H 1.254 1.595 -0.744 -1.6 -0.1 1.1 0.083
```
Positions in Å, forces in eV/Å.

Results
Frontier orbital gap: 8.553 eV
Energy above the lowest of the compared OMol25 structures with the same formula, charge and spin: 202.2 kJ/mol
Highest occupied orbital energy: -7.68 eV
Charge: 0
SMILES: COc1occc1C


Entry 3:
Entry from the Open Molecules 2025 dataset: the molecule C3H4INO (ωB97M-V/def2-TZVPD).

```
10
Properties=species:S:1:pos:R:3:forces:R:3:lowdin_charge:R:1
O 1.763 1.433 0.546 -0.3 0.2 0.5 0.066
C 0.838 0.687 0.355 1.1 2.1 0.3 -0.594
C -0.681 0.690 0.498 2.1 -3.0 -0.8 -0.011
C -0.682 -0.632 -0.291 3.5 2.2 1.5 -0.126
N 0.819 -0.481 -0.255 -0.8 -2.8 -2.0 -0.485
I 2.235 -1.554 -1.272 -0.4 0.5 0.4 0.836
H -1.078 0.502 1.401 -1.1 0.0 3.5 0.083
H -1.163 1.400 -0.002 -1.8 3.3 -1.9 0.078
H -0.897 -1.488 0.195 -1.3 -2.7 1.8 0.075
H -1.155 -0.558 -1.176 -1.1 0.1 -3.3 0.077
```
Positions in Å, forces in eV/Å.

Results
Frontier orbital gap: 8.961 eV
Energy above the lowest of the compared OMol25 structures with the same formula, charge and spin: 113.5 kJ/mol
Highest occupied orbital energy: -9.30 eV
Charge: 0
SMILES: O=C1CCN1I


Entry 4:
Entry from the Open Molecules 2025 dataset: a structure of composition C45H27N10O4Ti (ωB97M-V/def2-TZVPD).

```
87
Properties=species:S:1:pos:R:3:forces:R:3:mulliken_spin:R:1
Ti 0.195 -1.558 0.605 0.9 -1.2 1.0 0.546
C 0.208 -1.738 -6.036 0.0 0.3 -0.1 0.001
C -0.025 -2.774 -5.188 -0.1 0.0 0.4 0.002
C 0.184 -2.642 -3.736 1.5 0.0 -0.9 -0.002
C 1.092 -1.555 -3.436 -0.4 -0.2 -0.2 0.001
C 1.572 -1.006 -2.210 0.2 0.6 0.3 0.032
N 1.315 -0.758 -0.945 0.5 0.2 -0.6 -0.003
C 2.385 0.343 -0.979 -0.2 -0.1 -0.3 -0.012
C 2.380 1.792 -0.542 0.0 -0.2 -0.3 0.006
C 2.324 2.995 -1.221 -0.1 0.1 -0.1 0.000
C 2.498 4.169 -0.488 0.0 -0.1 0.0 0.001
C 2.738 4.132 0.884 0.0 -0.1 0.0 0.000
C 2.873 2.909 1.541 0.0 0.2 0.0 0.001
C 2.731 1.768 0.779 0.2 -0.2 0.4 0.003
C 3.023 0.332 1.075 0.0 0.1 0.2 0.003
N 2.802 -0.085 2.396 0.3 0.1 0.0 0.001
C 1.531 0.131 2.586 -0.2 0.1 -0.3 0.018
N 0.653 0.280 1.517 0.0 1.0 0.8 0.011
C -0.346 1.199 1.950 0.4 -0.5 0.0 0.027
N -1.079 1.984 1.263 -0.3 0.2 -0.3 -0.006
C -1.011 2.160 -0.105 0.1 0.0 -0.2 -0.001
N -0.175 1.505 -0.941 0.0 -0.3 0.4 0.005
C -0.228 2.053 -2.151 0.1 0.2 -0.5 0.004
N 0.447 1.543 -3.273 -0.4 0.1 0.4 -0.002
C 1.416 0.733 -3.382 0.1 -0.2 -0.1 0.004
N 2.437 0.125 -2.450 -0.1 -0.2 -0.1 -0.001
C 1.183 -0.432 -4.326 0.0 0.0 0.3 -0.003
C 0.740 -0.481 -5.607 -0.1 -0.3 -0.2 -0.001
C -1.182 3.117 -2.164 0.2 0.0 -0.3 0.003
C -1.650 4.002 -3.150 -0.1 0.1 0.1 -0.001
C -2.593 4.948 -2.802 0.1 -0.1 0.0 0.000
C -3.079 5.034 -1.473 0.0 -0.1 0.0 -0.001
C -2.632 4.173 -0.494 0.0 0.0 -0.1 0.002
C -1.677 3.197 -0.831 -0.1 -0.1 0.2 0.002
C -0.256 1.275 3.424 -0.2 0.1 0.1 0.004
C -1.041 1.941 4.353 -0.1 0.0 0.0 0.003
C -0.680 1.867 5.690 0.0 0.0 0.0 0.000
C 0.462 1.166 6.095 -0.1 0.0 -0.1 0.000
C 1.263 0.529 5.157 0.0 0.0 0.1 0.001
C 0.875 0.581 3.830 0.2 -0.2 0.0 -0.001
N 3.280 -0.358 0.018 -0.2 0.2 -0.3 0.001
H -0.030 -1.870 -7.088 0.0 0.0 0.0 0.000
H -0.448 -3.701 -5.560 0.1 0.0 0.0 0.000
H 0.396 -3.570 -3.229 -0.3 -0.1 0.2 0.000
H 2.114 3.046 -2.281 0.0 0.0 0.0 0.000
H 2.422 5.123 -0.995 0.0 0.0 0.0 0.000
H 2.843 5.058 1.437 0.0 0.0 0.0 0.000
H 3.097 2.850 2.600 0.0 0.0 -0.1 0.000
H 0.742 0.386 -6.254 0.0 0.0 0.0 0.000
H -1.274 3.936 -4.166 0.0 0.0 0.0 0.000
H -2.968 5.637 -3.551 0.0 0.0 0.0 0.000
H -3.818 5.791 -1.228 0.0 0.0 0.0 0.000
H -3.003 4.238 0.524 0.0 0.0 0.0 0.000
H -1.922 2.484 4.028 0.1 0.0 0.0 0.000
H -1.296 2.354 6.438 0.0 0.0 0.0 0.000
H 0.720 1.122 7.146 0.0 0.0 0.0 0.000
H 2.161 -0.003 5.447 0.0 0.0 0.0 0.000
O -2.684 -1.079 3.570 -0.1 0.0 0.1 0.029
C -2.005 -1.201 2.563 0.6 -0.1 0.0 0.001
O -0.825 -1.713 2.442 -0.7 0.3 0.2 -0.034
C -2.561 -0.816 1.213 0.6 -0.4 -0.5 0.109
C -3.819 -0.368 0.926 -0.4 0.3 -0.3 -0.034
C -4.204 -0.249 -0.415 -0.1 0.0 0.2 0.080
C -3.376 -0.726 -1.417 0.0 -0.1 -0.2 -0.049
C -2.141 -1.228 -1.059 -0.2 0.3 0.8 0.160
N -1.705 -1.146 0.219 -1.5 0.4 -0.3 -0.034
C -1.214 -2.060 -1.823 0.4 -0.4 -0.7 0.025
O -1.322 -2.269 -3.082 -0.9 0.4 0.3 0.029
O -0.302 -2.574 -1.140 -0.1 -0.1 -0.2 0.024
H -4.482 -0.122 1.744 0.0 0.0 0.0 0.000
H -5.176 0.159 -0.665 0.0 0.0 0.0 0.007
H -3.673 -0.741 -2.457 0.0 0.0 0.0 0.001
C -1.609 -4.394 1.128 0.1 0.1 0.0 0.016
C -0.123 -4.486 1.293 0.5 0.3 0.0 0.024
C 0.538 -5.633 1.637 0.2 -0.1 0.0 -0.001
C 1.924 -5.312 1.728 -0.1 -0.3 0.0 -0.001
C 2.052 -3.983 1.430 -0.3 0.2 -0.2 0.001
C 3.342 -3.227 1.374 -0.1 0.0 0.0 0.000
N 0.799 -3.438 1.153 0.0 -0.8 0.2 0.004
H -2.009 -5.410 1.148 0.0 0.0 0.0 0.001
H -1.912 -3.943 0.182 0.0 0.0 0.0 -0.001
H -2.080 -3.836 1.936 0.0 0.1 0.0 -0.002
H 0.068 -6.593 1.806 0.0 0.0 0.0 0.001
H 2.744 -5.975 1.973 0.0 0.0 0.0 0.000
H 4.155 -3.935 1.550 0.0 0.0 0.0 0.000
H 3.405 -2.441 2.129 0.0 0.0 0.0 0.000
H 3.506 -2.740 0.413 0.0 0.0 0.0 0.000
```
Positions in Å, forces in eV/Å.

Results
Frontier orbital gap (spin up / spin down): 5.382 / 5.025 eV
Energy above the lowest of the compared OMol25 structures with the same formula, charge and spin: 786.5 kJ/mol
Highest occupied orbital energy (spin up / spin down): -0.99 / -0.99 eV
Charge: -2
2S+1: 2
⟨S²⟩: 0.77


Entry 5:
Entry from the Open Molecules 2025 dataset: a cluster of 2 separate species, CH7BrN3 in total (ωB97M-V/def2-TZVPD).

```
12
Properties=species:S:1:pos:R:3:forces:R:3:lowdin_charge:R:1
C 0.235 0.717 -0.336 0.6 -0.2 -1.0 -0.323
N -0.590 -1.652 -0.048 -0.2 -0.4 0.4 0.027
N 1.334 0.759 0.376 0.4 0.0 0.3 -0.379
N -0.813 1.476 -0.150 -0.2 0.3 0.3 0.189
Br 2.823 -0.315 0.005 -0.7 0.5 0.1 0.826
H 0.235 0.049 -1.190 0.0 0.4 0.2 0.121
H -1.280 -2.106 -0.635 -0.1 -0.1 0.0 0.051
H -1.037 -1.509 0.855 0.0 -0.1 -0.1 0.052
H 1.441 1.379 1.174 0.0 -0.2 -0.1 0.112
H -1.608 1.389 -0.768 0.2 0.0 0.1 0.143
H -0.879 2.150 0.601 0.0 -0.1 -0.1 0.143
H 0.141 -2.338 0.116 0.0 -0.1 0.0 0.038
```
Positions in Å, forces in eV/Å.

Results
Frontier orbital gap: 10.105 eV
Energy above the lowest of the compared OMol25 structures with the same formula, charge and spin: 41.3 kJ/mol
Highest occupied orbital energy: -14.55 eV
Charge: +1


no.,DFT total energy (eV),strongest force on any atom (Eh/bohr)
1,-169677.44944,0.0097
2,-10444.63037,0.0852
3,-14812.23707,0.0859
4,-93309.95379,0.0352
5,-75656.16486,0.0238